(1)
The following is a quantum chemistry calculation of a 2-piece molecular cluster, C6H13NO overall at a distorted geometry, from the Open Molecules 2025 dataset.

Computed properties:
LUMO energy (spin up / spin down): 4.026 / 3.794 eV
Kohn-Sham gap (spin up / spin down): 2.81 / 8.36 eV
E_HOMO (spin up / spin down): 1.2171 / -4.5693 eV
ΔE to the lowest compared entry with this formula, charge and spin: 1.907 eV
multiplicity: 2
charge: -1
⟨S²⟩: 0.75

Element x y z (Å)
C  -1.1375  -1.1198  -0.8897
N  -0.1965  1.6817  -0.6839
C  0.6402  0.5811  -0.3145
C  0.2120  -0.6895  -0.3970
C  1.0314  -1.7719  0.2419
C  0.8404  -2.1112  1.5918
C  1.9907  0.9223  0.1891
H  -1.9715  -0.7829  -0.2740
H  -1.4158  -0.9685  -1.9454
H  -1.1750  -2.2175  -0.9503
H  -0.9317  1.5044  -1.3665
H  0.3267  2.4465  -1.0930
H  1.5311  -2.4329  -0.4611
H  1.2479  -3.0170  2.0113
H  0.4853  -1.2561  2.1670
H  2.2020  0.6424  1.2319
H  2.7307  0.3713  -0.4000
H  2.2081  1.9877  0.2291
H  -2.1777  1.9348  0.0478
H  -3.3028  2.1243  1.0138
O  -3.1379  2.1708  0.0517



(2)
The following is a quantum chemistry calculation of a 2-piece molecular cluster, C7H10O overall at a distorted geometry, from the Open Molecules 2025 dataset.

Computed properties:
LUMO energy (spin up / spin down): 3.974 / 2.568 eV
Kohn-Sham gap (spin up / spin down): 6.41 / 4.44 eV
E_HOMO (spin up / spin down): -2.4308 / -1.8742 eV
ΔE to the lowest compared entry with this formula, charge and spin: 4.428 eV
multiplicity: 2
charge: -1
⟨S²⟩: 0.77

Element x y z (Å)
O  -3.5593  -0.1973  0.3448
C  -2.4366  -0.3614  -0.2160
C  -1.1181  0.1103  0.6133
C  -1.4628  0.8716  -0.6062
C  2.0538  -0.4018  0.7140
C  2.9674  -1.2658  1.1673
C  1.6993  1.2372  -1.1356
C  2.0080  0.0237  -0.6282
H  -2.1682  -1.2043  -0.8567
H  -0.3753  -0.6673  0.6027
H  -1.4391  0.5528  1.5412
H  -1.7586  1.8690  -0.3047
H  -0.8019  0.7637  -1.4525
H  3.2041  -1.5681  2.1809
H  3.5731  -1.8099  0.4078
H  1.9391  1.4766  -2.1628
H  1.3042  2.0153  -0.4916
H  2.6031  -0.6350  -1.3142



(3)
The following is a quantum chemistry calculation of C4H7AlO3 as an isolated structure at a distorted geometry, from the Open Molecules 2025 dataset.

Computed properties:
LUMO energy (spin up / spin down): -17.604 / -17.606 eV
Kohn-Sham gap (spin up / spin down): 6.61 / 7.95 eV
E_HOMO (spin up / spin down): -24.2154 / -25.5557 eV
ΔE to the lowest compared entry with this formula, charge and spin: 0.000 eV
multiplicity: 2
charge: +3
⟨S²⟩: 0.75

Element x y z (Å)
C  0.6249  -0.6195  -0.6732
C  0.9080  -1.6035  0.4272
H  1.3582  -0.6720  -1.4834
H  -0.3820  -0.7202  -1.0911
H  1.9838  -1.6691  0.6312
H  0.5567  -2.5876  0.0895
H  0.3775  -1.3474  1.3523
O  0.3056  2.8651  -0.0900
Al  2.0187  2.1161  -0.0707
O  0.7636  0.7643  -0.1615
C  -0.1539  1.7234  -0.1528
O  -1.4825  1.4680  -0.0867
C  -2.0831  0.2924  0.2700
H  -3.0902  0.1921  -0.1263
H  -1.7053  -0.2021  1.1653



(4)
The following is a quantum chemistry calculation of one molecule with the formula C19H19F3N6O2 at a distorted geometry, from the Open Molecules 2025 dataset.

Computed properties:
LUMO energy: 0.539 eV
SMILES: CN1CCOc2c(NCC3CC3)nn3c(-c4cccc(OC(F)(F)F)c4)nnc3c21
Kohn-Sham gap: 8.33 eV
E_HOMO: -7.7908 eV
ΔE to the lowest compared entry with this formula, charge and spin: 0.000 eV
charge: 0

Element x y z (Å)
F  1.6636  -4.3455  4.4820
F  0.5186  -2.9165  5.6327
F  2.7675  -3.1202  5.9064
N  0.2718  3.9716  0.8705
N  0.5678  3.5156  2.1285
N  1.0352  0.6628  0.0874
O  1.9742  -2.1171  3.9822
O  0.0861  1.5005  -3.4102
C  0.4425  3.0192  0.0169
C  0.8276  2.2308  2.0150
C  0.7588  0.5753  -1.2098
C  0.3275  1.7092  -2.0352
C  0.2678  2.9278  -1.4321
C  1.0109  1.1022  5.6151
C  1.4088  -0.2412  5.4781
C  0.8430  1.8806  4.4735
C  1.5438  0.0664  3.0919
C  1.6792  -0.7841  4.2003
C  1.1040  1.3816  3.1867
N  0.7715  1.8686  0.6729
N  -0.1233  4.0419  -2.1844
N  0.9027  -0.6328  -1.7974
C  1.7141  -3.0977  5.0221
C  -0.8799  5.1823  -1.5721
C  -0.5545  2.5608  -4.1142
C  -0.0409  3.9055  -3.6423
C  1.4536  -1.8355  -1.2039
C  0.3253  -3.7834  0.1582
C  -0.7065  -2.6837  -0.0574
C  0.3670  -2.8588  -1.0922
H  0.8478  1.5066  6.6183
H  1.5879  -0.8233  6.3660
H  0.5713  2.9121  4.6649
H  1.8426  -0.3516  2.1372
H  0.5779  -0.6857  -2.7574
H  -1.7114  4.8463  -0.9363
H  -0.2699  5.8059  -0.8628
H  -1.2910  5.8404  -2.3445
H  -0.2861  2.4764  -5.1712
H  -1.6253  2.5167  -3.9840
H  0.9865  4.0551  -3.9154
H  -0.6222  4.6552  -4.1695
H  2.2510  -2.2176  -1.8582
H  1.9507  -1.6713  -0.2706
H  1.0255  -3.6426  0.9689
H  -0.0027  -4.8235  0.0022
H  -0.6125  -1.8201  0.6179
H  -1.7030  -2.9826  -0.3954
H  0.0846  -3.3527  -2.0498



(5)
The following is a quantum chemistry calculation of C2H5OPS3 as an isolated structure at a distorted geometry, from the Open Molecules 2025 dataset.

Computed properties:
LUMO energy: -1.585 eV
Kohn-Sham gap: 7.60 eV
E_HOMO: -9.1886 eV
ΔE to the lowest compared entry with this formula, charge and spin: 0.793 eV
charge: 0

Element x y z (Å)
C  0.0193  0.8349  0.6789
C  -0.9736  -0.2459  1.1238
O  1.2112  0.3237  0.3355
P  1.1589  -0.7224  -0.9362
S  2.8447  -1.5937  -1.1557
S  -1.1380  -1.6216  0.0607
S  0.5470  0.5483  -2.5385
H  -0.4591  1.3162  -0.1551
H  0.0369  1.5332  1.4567
H  -0.5980  -0.5689  2.0857
H  -1.9252  0.1224  1.2632
H  -0.7241  0.0737  -2.2191



(6)
The following is a quantum chemistry calculation of C6H10O as an isolated structure at a distorted geometry, from the Open Molecules 2025 dataset.

Computed properties:
LUMO energy: 1.049 eV
Kohn-Sham gap: 10.42 eV
E_HOMO: -9.3666 eV
ΔE to the lowest compared entry with this formula, charge and spin: 3.051 eV
charge: 0

Element x y z (Å)
C  2.1007  0.3541  0.1087
C  0.6339  0.0381  -0.0599
C  -0.1355  -1.1638  0.5138
C  -0.8844  -0.9393  -0.7970
C  -1.7937  0.1964  -0.3628
C  -0.4261  1.0353  0.4577
O  0.2414  -0.2710  -1.4129
H  2.2920  1.3082  -0.3958
H  2.7285  -0.4279  -0.3399
H  2.3873  0.4659  1.1636
H  -0.7895  -0.4953  1.2251
H  0.3738  -2.1429  0.6256
H  -1.2525  -1.7855  -1.3841
H  -2.6172  -0.1318  0.2922
H  -2.2213  0.7478  -1.2231
H  -0.5069  2.0189  0.0505
H  -0.1306  1.1928  1.5384



(7)
The following is a quantum chemistry calculation of a 4-piece molecular cluster, C4H7N overall at a distorted geometry, from the Open Molecules 2025 dataset.

Computed properties:
LUMO energy: 0.135 eV
Kohn-Sham gap: 9.39 eV
E_HOMO: -9.2587 eV
ΔE to the lowest compared entry with this formula, charge and spin: 7.543 eV
charge: 0

Element x y z (Å)
C  -1.2644  1.6611  1.4717
C  -0.6386  0.7575  0.4739
C  0.0899  0.2567  -0.3782
C  0.5753  -0.8016  -1.3245
H  -0.9516  1.1057  2.8527
H  -0.5140  2.9939  1.2352
H  -2.8125  1.7137  1.1133
H  1.2869  -0.4380  -1.9985
H  -0.2864  -1.0594  -1.9500
H  2.3304  -1.6164  -0.5253
H  0.8496  -2.5698  -0.1442
N  1.3354  -2.0034  -0.8260



(8)
The following is a quantum chemistry calculation of C6H10O as an isolated structure at a distorted geometry, from the Open Molecules 2025 dataset.

Computed properties:
LUMO energy: -0.079 eV
Kohn-Sham gap: 8.82 eV
E_HOMO: -8.9026 eV
ΔE to the lowest compared entry with this formula, charge and spin: 4.905 eV
charge: 0

Element x y z (Å)
O  1.8345  -1.4779  0.5408
C  1.9776  -0.2601  1.1649
C  1.4117  1.0236  0.4660
C  1.0115  0.5322  -0.9488
C  -0.3228  -0.2225  -0.8553
C  -1.2636  0.1617  0.0656
C  -2.6385  -0.5358  -0.0949
H  2.7053  -0.2012  2.0177
H  2.1531  1.8953  0.4312
H  0.9148  0.4223  1.4389
H  1.7878  -0.1603  -1.3469
H  0.8038  1.2876  -1.6704
H  -0.5827  -0.9476  -1.6170
H  -0.9396  0.8026  0.8602
H  -3.0517  -1.0464  0.8178
H  -3.2887  0.2118  -0.6040
H  -2.5124  -1.4855  -0.6659



(9)
The following is a quantum chemistry calculation of C10H25O5Sr as an isolated structure at a distorted geometry, from the Open Molecules 2025 dataset.

Computed properties:
LUMO energy: 3.921 eV
Kohn-Sham gap: 3.28 eV
E_HOMO: 0.6409 eV
ΔE to the lowest compared entry with this formula, charge and spin: 8.413 eV
charge: -3

Element x y z (Å)
Sr  0.0459  -0.2794  -0.2988
C  6.0808  1.1514  -4.4787
C  5.0132  1.3939  -3.4688
O  4.3105  0.3616  -2.7763
H  5.9032  0.3991  -5.2473
H  7.0627  0.8825  -4.0894
H  6.2297  2.0913  -5.0103
H  4.0810  1.5948  -3.9966
H  5.1746  2.2016  -2.7548
C  0.9876  -2.9491  4.7320
C  2.1980  -2.2558  4.0079
O  1.9553  -0.9049  3.6823
H  0.8399  -2.5789  5.7465
H  1.3156  -3.9881  4.7625
H  0.0415  -2.8730  4.1961
H  2.3320  -2.7359  3.0386
H  3.0430  -2.3137  4.6940
C  -4.0317  -4.9550  -3.3302
C  -2.8337  -5.1330  -2.3957
O  -1.8204  -4.1855  -2.5083
H  -3.6449  -5.1104  -4.3374
H  -4.5840  -4.0219  -3.2190
H  -4.6318  -5.8191  -3.0449
H  -2.3585  -6.1061  -2.5197
H  -3.1384  -5.1274  -1.3491
C  -5.9348  -0.2581  1.6220
C  -4.9509  0.1515  2.7174
O  -3.6435  0.5256  2.2616
H  -5.6528  -1.1452  1.0549
H  -6.0850  0.5240  0.8778
H  -7.0068  -0.3868  1.7712
H  -4.8429  -0.7559  3.3116
H  -5.3071  0.9984  3.3038
C  2.2454  6.8913  0.7652
C  1.2172  6.0183  -0.0263
O  1.1503  4.7310  0.5276
H  2.0533  6.9008  1.8381
H  2.1596  7.9164  0.4048
H  3.2071  6.4301  0.5406
H  1.5019  6.0927  -1.0758
H  0.3181  6.6268  0.0710



(10)
The following is a quantum chemistry calculation of a 2-piece molecular cluster, C11H19BF9N2O5PSSi overall at a distorted geometry, from the Open Molecules 2025 dataset.

Computed properties:
LUMO energy: -0.185 eV
SMILES: CCCN[Si@@](CB(O)O)([PH2]=S)C(=O)NC(=O)F.FC(F)C(F)(F)COC(F)(F)C(F)F
Kohn-Sham gap: 8.22 eV
E_HOMO: -8.4096 eV
charge: 0

Element x y z (Å)
C  6.6140  1.8551  0.2905
C  5.5238  2.9230  0.6418
C  4.2247  2.6083  -0.1722
N  3.8140  1.2199  0.1632
Si  2.1292  0.8526  -0.1989
C  1.3370  1.9406  -1.5092
B  0.0521  2.7026  -0.9118
O  0.1728  3.9277  -0.2325
O  -1.2442  2.2090  -1.0479
P  2.1020  -1.2630  -0.9771
S  0.6555  -1.5770  -2.2536
C  0.9896  0.8514  1.3662
O  0.0669  0.1017  1.3593
N  1.3366  1.7431  2.4596
C  0.2415  2.0514  3.3367
O  0.0554  3.1388  3.6494
F  -0.5628  1.1094  3.8549
H  6.5241  1.6755  -0.8006
H  6.4425  0.9164  0.8449
H  7.6368  2.2373  0.4677
H  5.3319  3.0227  1.7255
H  5.9003  3.9000  0.2805
H  4.5112  2.6425  -1.2425
H  3.4354  3.3709  -0.0189
H  4.0291  1.0049  1.1366
H  0.9414  1.3001  -2.3284
H  2.0322  2.6578  -1.9915
H  0.6708  4.4996  -0.8391
H  -1.3920  1.4358  -0.4782
H  2.0097  -2.0896  0.1773
H  3.3451  -1.5346  -1.6142
H  2.1363  1.3553  2.9602
C  -4.6632  -2.7828  1.0017
C  -5.7925  -3.5771  0.3229
C  -5.3685  -4.8257  -0.4512
F  -4.5277  -4.5370  -1.4644
F  -6.4594  -5.4151  -1.0025
F  -6.5072  -2.7435  -0.4650
F  -6.6390  -3.9838  1.3126
O  -4.1575  -1.6500  0.3087
C  -3.1774  -1.8553  -0.6576
C  -3.6658  -1.4959  -2.0641
F  -4.7652  -2.2051  -2.3963
F  -2.7188  -1.7752  -2.9884
F  -2.7093  -3.1156  -0.5771
F  -2.1468  -1.0488  -0.3230
H  -5.1022  -2.3618  1.9068
H  -3.8601  -3.4309  1.3555
H  -4.8893  -5.5522  0.2111
H  -3.9131  -0.4333  -2.1276



(11)
The following is a quantum chemistry calculation of a 2-piece molecular cluster, C5H14 overall at a distorted geometry, from the Open Molecules 2025 dataset.

Computed properties:
LUMO energy (spin up / spin down): -3.061 / -11.322 eV
Kohn-Sham gap (spin up / spin down): 11.91 / 3.19 eV
E_HOMO (spin up / spin down): -14.9656 / -14.5085 eV
ΔE to the lowest compared entry with this formula, charge and spin: 1.474 eV
multiplicity: 2
charge: +1
⟨S²⟩: 0.75

Element x y z (Å)
C  -0.4162  1.8144  -2.0015
C  -1.5693  2.1233  -1.0043
H  0.2786  2.5352  -1.8780
H  0.0481  0.8885  -2.0003
H  -0.9001  1.9279  -3.0708
H  -1.5045  3.1229  -0.7072
H  -1.3323  1.6350  -0.0345
H  -2.5710  1.6960  -1.2508
C  1.1920  -1.7043  0.8426
C  1.1958  -0.2640  0.8160
C  -0.0179  -2.3640  1.4526
H  1.9627  -2.1537  1.3278
H  1.1735  -2.0637  -0.2073
H  2.0116  0.2726  0.2347
H  0.1859  0.0918  0.5506
H  -0.9483  -2.3414  0.8552
H  -0.1878  -1.9204  2.4438
H  1.2686  0.1347  1.9326
H  0.1307  -3.4309  1.6987



(12)
The following is a quantum chemistry calculation of C27H33N4O4PS3Zr as an isolated structure, from the Open Molecules 2025 dataset.

Computed properties:
LUMO energy: 0.304 eV
Kohn-Sham gap: 7.82 eV
E_HOMO: -7.5160 eV
ΔE to the lowest compared entry with this formula, charge and spin: 0.239 eV
charge: 0

Element x y z (Å)
Zr  -0.0221  0.2855  0.3601
N  1.7254  0.2973  -1.2153
C  2.9242  -0.3243  -0.6097
C  2.7338  -0.4074  0.9120
O  3.5585  0.0958  1.6672
N  1.5910  -1.0535  1.2459
C  1.3965  -1.1331  2.6995
C  0.9971  0.2317  3.2419
O  1.3115  0.6478  4.3359
O  0.2899  0.9252  2.3767
H  1.8702  1.2895  -1.3718
H  1.4175  -0.1295  -2.0860
H  3.0195  -1.3425  -0.9829
H  3.8330  0.2310  -0.8319
H  0.5706  -1.8216  2.8963
H  2.2898  -1.4791  3.2169
N  -1.6741  -2.1745  -2.4483
P  -0.4251  -2.3564  -1.3010
C  0.7608  -3.4775  -2.1588
C  1.7993  -2.9281  -2.9067
C  2.6800  -3.7385  -3.6092
C  2.5269  -5.1155  -3.5777
C  1.4877  -5.6770  -2.8488
C  0.6117  -4.8643  -2.1462
C  -1.1612  -3.5285  -0.1262
C  -2.5087  -3.8716  -0.0964
C  -2.9902  -4.7324  0.8809
C  -2.1342  -5.2423  1.8439
C  -0.7919  -4.8858  1.8340
C  -0.3078  -4.0338  0.8555
C  -1.6229  -1.1513  -3.3773
C  -2.7083  -0.9085  -4.2272
C  -2.6268  0.1386  -5.1144
C  -1.4804  0.9290  -5.1359
C  -0.4662  0.6105  -4.2597
N  -0.5131  -0.4144  -3.4031
H  -2.3447  -2.9072  -2.6170
H  1.9058  -1.8561  -2.9728
H  3.4816  -3.2920  -4.1835
H  3.2133  -5.7506  -4.1226
H  1.3614  -6.7518  -2.8244
H  -0.1877  -5.3136  -1.5701
H  -3.2032  -3.4382  -0.8044
H  -4.0416  -4.9887  0.8970
H  -2.5132  -5.9061  2.6100
H  -0.1221  -5.2668  2.5940
H  0.7376  -3.7438  0.8580
H  -3.5972  -1.5211  -4.1547
H  -3.4551  0.3535  -5.7770
H  -1.3814  1.7671  -5.8102
H  0.4450  1.2002  -4.2420
C  -2.5911  3.1922  0.5761
C  -2.2357  1.7354  0.3685
S  -1.7523  1.2858  -1.2641
C  -2.3566  0.8566  1.4084
C  -2.7406  1.3475  2.7829
S  -2.0672  -0.8711  1.2393
H  -2.2064  3.7972  -0.2422
H  -2.2167  3.5810  1.5238
H  -3.6790  3.3017  0.5914
H  -3.6731  1.9151  2.7466
H  -1.9601  1.9923  3.1930
H  -2.8655  0.5066  3.4594
C  2.1684  3.2968  2.4381
S  0.6675  3.3862  1.4677
C  0.9730  4.9253  0.6050
O  0.8526  2.3797  0.3294
H  2.3449  4.2643  2.9070
H  2.9851  3.0235  1.7703
H  2.0208  2.5252  3.1925
H  0.9119  5.7483  1.3158
H  0.1838  5.0155  -0.1390
H  1.9492  4.8957  0.1241